108
Properties=species:S:1:pos:R:3 method="wB97M-V/def2-TZVPD" spin_multiplicity=1 homo_ev=-11.1500 total_charge=+2 e_tot_ha=-8010.2593 lumo_energy_ev=-7.03 homo_lumo_gap_ha=0.1513
N 6.65536 -2.30298 1.39217
C 7.69915 -1.26857 0.96536
C 7.06652 -0.08943 0.00818
C 6.50594 -0.66711 -1.45720
N 5.03821 -0.19672 -1.51665
C 3.96858 -1.04760 -0.86831
C 2.35413 -0.62580 -0.82172
C 1.96202 0.79875 -1.53877
C 0.41890 1.35399 -1.52109
C -0.47882 1.79610 -2.81987
C -2.00974 2.37585 -2.51005
N -2.58107 2.50064 -1.08698
C -3.98745 3.08561 -0.84134
C -4.95593 1.89044 -0.27200
C -6.51133 2.08113 -0.77891
C -7.18775 0.55242 -0.82227
C -8.55909 0.29500 0.08209
C -9.25476 -1.19476 0.12025
C -8.51039 -2.37444 -0.77820
C -7.17267 -2.15818 -1.70328
C -6.49899 -0.66092 -1.73257
C -1.81842 2.06711 0.14852
C -0.29444 1.47907 -0.01372
C 3.12753 1.70006 -2.27676
C 4.68343 1.12627 -2.22747
H 5.73715 -1.82681 1.54688
H 6.59309 -3.06685 0.67940
H 8.07196 -0.73706 1.96723
H 8.65193 -1.80057 0.51100
H 7.87853 0.74503 -0.10964
H 6.15501 0.40139 0.59606
H 7.15622 -0.18143 -2.31981
H 6.61490 -1.83332 -1.46963
H 4.26007 -2.05976 -0.35442
H 1.53213 -1.29451 -0.28377
H -0.03928 1.70050 -3.91019
H -2.74366 2.74694 -3.36981
H -4.38835 3.63922 -1.79265
H -3.86742 3.87732 0.03717
H -4.97308 1.87353 0.91944
H -4.46351 0.87015 -0.59354
H -6.59866 2.56037 -1.86873
H -7.13855 2.79913 -0.06409
H -9.00953 1.18478 0.71284
H -10.22486 -1.40554 0.78185
H -9.02507 -3.44597 -0.75270
H -6.63760 -2.99498 -2.33884
H -5.51443 -0.36621 -2.33226
H -2.26678 2.14132 1.25008
H 0.33972 1.13802 0.92611
H 2.93488 2.73631 -2.80834
H 5.49877 1.81430 -2.75127
Cl -2.33071 2.57603 2.85562
C -2.88347 2.77827 4.53653
C -2.35078 1.68639 5.45104
Cl -3.07406 0.09854 5.09385
H -3.97741 2.80409 4.53375
H -2.52112 3.75446 4.87310
H -2.59787 1.91956 6.49113
H -1.26349 1.58970 5.37301
Cl 0.77208 4.84658 -2.79866
C 0.23337 6.36380 -3.56006
C -1.27801 6.42191 -3.71710
Cl -1.87299 5.25916 -4.92787
H 0.74308 6.46019 -4.52353
H 0.57141 7.17933 -2.91341
H -1.57793 7.41672 -4.06004
H -1.78993 6.21933 -2.77129
Cl 5.83339 -3.05179 -3.08447
C 6.38797 -4.09507 -4.41710
C 7.47366 -5.06326 -3.97417
Cl 9.00281 -4.23154 -3.59742
H 6.73002 -3.45115 -5.23302
H 5.51357 -4.65215 -4.76724
H 7.68956 -5.77273 -4.77869
H 7.17011 -5.63292 -3.09043
Cl 8.76929 1.71027 2.53680
C 8.21653 1.91251 4.21771
C 8.74922 0.82063 5.13222
Cl 8.02594 -0.76722 4.77503
H 7.12259 1.93833 4.21493
H 8.57888 2.88870 4.55427
H 8.50213 1.05380 6.17231
H 9.83651 0.72394 5.05419
Cl 9.06929 5.16741 5.55109
C 8.51653 5.36966 7.23200
C 9.04922 4.27777 8.14650
Cl 8.32594 2.68992 7.78931
H 7.42259 5.39548 7.22922
H 8.87888 6.34584 7.56856
H 8.80213 4.51095 9.18659
H 10.13651 4.18109 8.06848
Cl -7.26379 -5.14059 -2.07426
C -6.40447 -6.33285 -3.08024
C -6.41896 -5.95722 -4.55366
Cl -8.04600 -6.09172 -5.26544
H -6.85994 -7.31300 -2.90928
H -5.37317 -6.36892 -2.71607
H -5.77064 -6.63560 -5.11641
H -6.06195 -4.93504 -4.71289
Cl -10.52727 -4.45178 0.06186
C -11.43942 -5.97641 0.18581
C -11.22551 -6.87300 -1.02360
Cl -11.97138 -6.20427 -2.49616
H -12.49661 -5.72973 0.32318
H -11.08797 -6.48234 1.09026
H -11.68918 -7.84865 -0.84945
H -10.16160 -7.03276 -1.22417

---

45
Properties=species:S:1:pos:R:3 method="wB97M-V/def2-TZVPD" de_lowest_kcal_mol=4.10 spin_multiplicity=2 homo_ev="-9.6592 / -8.7820" total_charge=+1 e_tot_ha=-2100.6579 lumo_energy_ev="-2.55 / -2.59" homo_lumo_gap_ha="0.2612 / 0.2277"
V 0.11085 -0.33886 -0.54573
N 0.29457 -0.41614 1.70552
C 1.14255 -1.36720 2.45377
C 2.60614 -1.27666 2.01604
C 3.06830 -2.36263 1.04523
C 2.56914 -2.23853 -0.38408
N 1.08649 -2.32032 -0.48459
H 0.58634 0.52275 1.96901
H -0.66143 -0.50033 2.04439
H 0.75155 -2.37205 2.27891
H 1.05139 -1.18743 3.52741
H 3.24133 -1.31858 2.90145
H 2.78296 -0.28909 1.57393
H 2.78834 -3.34499 1.44079
H 4.15912 -2.36556 1.00277
H 3.02579 -3.01769 -0.99864
H 2.87525 -1.27879 -0.81329
H 0.75856 -3.06164 0.12876
H 0.84870 -2.61070 -1.42900
N -2.02487 2.08532 -0.11484
C -2.61761 0.83172 -0.13058
C -4.02556 0.80961 -0.06787
C -4.67993 -0.38854 -0.07666
C -3.92055 -1.56386 -0.14095
C -2.56132 -1.46215 -0.19665
N -1.88960 -0.27745 -0.19971
C -0.73459 2.53482 -0.30466
C -0.56172 3.93451 -0.40981
C 0.69101 4.43905 -0.59986
C 1.78077 3.55666 -0.68837
C 1.53377 2.22153 -0.58052
N 0.29405 1.70054 -0.37988
H -2.69966 2.83186 -0.09304
H -4.56750 1.74469 -0.01961
H -5.75875 -0.42974 -0.03309
H -4.38974 -2.53644 -0.14418
H -1.92968 -2.34132 -0.23631
H -1.42653 4.58123 -0.34752
H 0.84539 5.50550 -0.68580
H 2.78479 3.92057 -0.84313
H 2.33023 1.48816 -0.63938
I -0.91688 0.83392 -3.63510
C 0.27355 -0.67160 -2.66533
H 1.25103 -0.60056 -3.15553
H -0.16606 -1.60360 -3.04429

---

14
Properties=species:S:1:pos:R:3 method="wB97M-V/def2-TZVPD" de_lowest_kcal_mol=119.67 smiles="C[C@@H]1C2=[N+](C)[C@H]21" spin_multiplicity=1 homo_ev=-14.9994 total_charge=+1 e_tot_ha=-249.6344 lumo_energy_ev=-5.33 homo_lumo_gap_ha=0.3554
C 1.41611 -1.82637 -0.12907
C 0.65327 -0.62079 0.33872
C -0.79449 -0.45283 -0.10021
N -0.74607 0.85357 -0.21184
C -1.68113 1.93308 -0.56874
C 0.54932 0.58218 -0.41578
H 1.22109 -2.53070 0.67995
H 2.54878 -1.77251 -0.42901
H 1.04484 -2.36452 -1.03912
H 0.62089 -0.29132 1.38419
H -2.66692 1.49935 -0.44110
H -1.48172 2.12385 -1.59315
H -1.34005 2.68442 0.10403
H 0.98390 0.94509 -1.35925